168
Properties=species:S:1:pos:R:3:forces:R:3 method="wB97M-V/def2-TZVPD" lumo_energy_ha=-0.2380 relative_energy_kj_mol=87.73 e_tot_ev=-164333.7931 charge=+1 homo_energy_ev=-12.0
Zr 0.022159 0.658816 -0.545480 -0.71 -5.97 5.58
P -0.199341 -1.774104 1.731970 -0.87 -0.13 -1.18
O -1.353781 -0.720774 1.366440 -2.18 1.21 -0.08
O 0.086549 -1.975014 0.220160 0.24 -1.36 -4.03
O -0.330561 -2.956914 2.669040 0.26 3.11 -1.88
O 0.775549 -0.581334 1.757490 3.01 3.40 1.37
C -4.130131 -4.963094 3.659310 0.22 -0.46 -1.06
C -5.230731 -4.241314 3.070520 0.55 -1.01 0.26
N -6.104681 -3.735064 2.553850 -1.30 1.00 -0.69
H -3.656801 -4.270314 4.355090 0.37 -0.90 0.27
H -3.494121 -5.296194 2.839170 0.69 0.96 -0.16
H -4.409671 -5.986444 3.909770 -0.49 0.42 1.36
C 2.111039 -2.285124 6.261400 2.07 -0.36 0.68
C 2.467709 -3.684634 6.515820 -0.74 -3.80 0.29
N 2.717069 -4.818534 6.718850 -0.55 3.45 -0.59
H 2.970569 -1.899074 6.809380 0.03 1.11 0.01
H 1.232709 -1.866364 6.752590 -0.15 -0.51 -0.48
H 2.321549 -2.051114 5.217830 -0.69 0.12 0.04
C 3.208789 7.868896 1.578160 1.03 1.94 0.26
C 2.243189 7.255036 2.624750 2.78 0.60 -2.06
O 1.611939 6.288446 1.808180 -1.83 -2.00 -0.13
P 0.605809 5.177206 2.370020 0.41 -1.60 -0.09
O 0.292569 3.980136 1.482360 0.12 2.58 0.74
O 1.280269 4.659216 3.698110 0.39 0.24 -0.49
C 0.907549 3.455536 4.388780 -0.85 0.93 1.77
C 0.940219 3.860636 5.919840 -0.07 -1.32 -0.58
O -0.551161 6.100626 2.964540 0.08 -0.72 0.26
C -0.982021 7.257156 2.276130 -2.27 0.29 -1.30
C -2.415241 7.670126 2.707590 0.15 0.77 1.53
H 4.041999 8.378266 2.062320 0.22 -0.22 0.48
H 3.681549 7.296846 0.779800 -0.42 -0.95 0.53
H 2.823019 8.727956 1.029260 -0.89 -0.10 0.03
H 2.857219 6.758816 3.376300 -0.49 0.06 0.30
H 1.658229 8.097426 2.993940 -0.54 -0.64 0.28
H -0.080491 3.119776 4.073950 -0.15 0.25 0.05
H 1.569579 2.626056 4.140200 0.38 0.32 0.15
H 0.376749 4.725666 6.269580 0.18 0.49 -1.00
H 0.443819 3.107106 6.531290 0.34 -0.62 -0.15
H 1.982249 3.934816 6.230940 -0.11 0.14 0.10
H -0.284301 8.093366 2.321110 0.03 -0.21 0.36
H -1.104261 6.998066 1.224450 0.34 0.02 -0.21
H -2.434731 8.406446 3.511050 0.71 0.54 -0.02
H -3.020321 8.151766 1.939480 0.23 -0.45 -0.33
H -3.003481 6.945276 3.270320 0.17 -0.90 -0.85
C -5.666091 0.781746 -6.359110 -2.55 1.27 0.79
C -4.745171 -0.351934 -6.209670 -0.64 0.58 -2.71
O -3.832831 0.104566 -5.251180 2.13 -2.08 1.62
P -3.063061 -1.099584 -4.501240 2.08 -0.27 1.39
O -1.943221 -0.692274 -3.551510 -1.83 -0.16 -1.67
O -4.288711 -1.825724 -3.776460 0.49 2.01 -0.17
C -4.113031 -2.551824 -2.567340 -0.01 -2.62 -0.01
C -3.631691 -3.893684 -3.071100 0.66 -0.29 1.17
O -2.546351 -2.196994 -5.613930 -2.03 0.34 1.39
C -1.373481 -2.159484 -6.391550 1.91 0.94 -0.30
C -1.573611 -2.400284 -7.897850 -1.27 1.09 1.44
H -5.303681 1.766956 -6.065690 0.54 -0.15 -0.39
H -6.259161 0.866936 -7.269670 0.39 -0.25 -0.22
H -6.394821 0.544666 -5.583970 -0.53 0.61 0.10
H -5.425141 -1.174234 -5.987040 0.96 -0.61 0.60
H -4.249641 -0.533694 -7.163350 0.39 -0.37 0.15
H -3.455591 -2.273704 -1.743620 0.64 1.31 -0.79
H -5.034811 -2.699344 -2.004610 -0.64 0.46 -0.81
H -2.627581 -3.792704 -3.483010 0.00 0.06 -0.14
H -3.505241 -4.475204 -2.157890 -0.19 -0.78 -0.27
H -4.275131 -4.338324 -3.830290 -0.10 -0.06 0.34
H -0.931921 -1.186214 -6.177340 0.06 0.45 -0.74
H -0.539471 -2.770514 -6.046340 -0.64 -0.91 0.68
H -2.288301 -1.612224 -8.135110 0.26 0.23 -0.83
H -0.608251 -2.265494 -8.385720 -0.30 -0.18 -0.22
H -2.125021 -3.307844 -8.143560 0.61 -0.32 0.16
C 4.520469 -2.136034 -7.008260 0.86 0.70 -0.28
C 4.286279 -1.012684 -5.979310 -2.16 -0.50 -1.68
O 4.814219 -1.408184 -4.741350 -1.05 -1.44 1.54
P 3.789679 -2.200024 -3.727800 0.78 1.50 1.43
O 2.713249 -1.296754 -3.147860 1.92 -2.24 -1.16
O 3.300639 -3.608094 -4.412040 0.37 2.07 -0.11
C 2.446379 -4.394084 -3.613450 -1.67 -1.86 2.13
C 2.281849 -5.844004 -4.044890 1.35 0.20 -1.47
O 4.907739 -2.674264 -2.635660 -1.20 1.09 -0.56
C 6.093689 -3.344534 -2.990020 2.02 -2.17 -0.30
C 5.871559 -4.841404 -3.255210 -0.91 0.27 -0.33
H 5.523379 -1.963444 -7.398750 0.26 -0.72 0.13
H 4.385149 -3.104484 -6.526710 0.38 0.09 0.02
H 3.904279 -2.178854 -7.906360 -0.45 0.60 0.23
H 4.598539 -0.006984 -6.260670 0.71 -0.29 0.06
H 3.204889 -0.899444 -5.902730 -0.30 0.11 0.32
H 2.791519 -4.501004 -2.585080 0.68 0.64 0.04
H 1.418329 -4.069384 -3.452880 0.12 1.21 -0.59
H 1.481269 -6.006244 -4.766590 -0.31 -0.05 0.43
H 3.173589 -6.086384 -4.622960 0.25 -0.34 0.09
H 2.280389 -6.507524 -3.180110 -0.43 0.04 -0.18
H 6.752869 -2.924424 -3.749690 -1.06 0.64 -0.82
H 6.876129 -3.377124 -2.231840 -0.90 0.73 1.29
H 5.065009 -5.183084 -2.606500 0.16 -0.10 0.31
H 5.487279 -5.025424 -4.258480 0.33 -0.08 -0.14
H 6.758009 -5.441314 -3.049220 0.00 0.15 -0.16
C -8.216151 0.806336 -1.887790 0.12 0.27 0.57
C -7.383081 1.467766 -0.799570 -1.83 1.37 0.15
O -6.127101 1.901876 -1.287670 1.61 -0.78 -0.61
P -5.091121 2.684376 -0.406230 2.18 0.04 0.67
O -3.636101 2.414916 -0.800000 -2.93 1.01 0.49
O -5.405901 2.151196 1.092140 -0.13 1.01 -2.44
C -5.143431 3.040316 2.190320 0.24 -1.53 0.40
C -6.415621 3.558386 2.784930 0.09 0.49 -0.01
O -5.601781 4.275816 -0.396150 0.58 -2.15 -0.74
C -6.010661 4.894256 -1.657590 0.35 -0.37 -1.00
C -5.831231 6.379706 -1.535820 0.26 -0.36 0.62
H -8.572051 1.496566 -2.652660 0.68 -0.03 -0.30
H -7.635231 -0.042264 -2.249050 -0.36 0.01 -0.43
H -9.156661 0.476456 -1.446530 0.18 -0.39 0.26
H -7.801051 2.434176 -0.517680 -0.96 -0.23 0.38
H -7.365921 0.849446 0.097920 0.69 -0.09 -0.16
H -4.637801 2.337376 2.852370 0.15 0.51 0.53
H -4.435221 3.817326 1.902550 -0.17 0.14 0.00
H -7.094461 2.835986 3.238170 0.50 -0.34 0.07
H -6.033821 4.239276 3.545660 -0.69 0.35 0.17
H -7.016561 4.056456 2.024090 0.21 0.44 0.08
H -5.515601 4.532526 -2.558790 0.98 -0.44 0.42
H -7.029621 4.627096 -1.937700 -0.42 0.07 0.81
H -5.924861 6.874806 -2.502370 -0.80 0.07 0.20
H -6.527001 6.618286 -0.731410 -0.06 1.06 -0.37
H -4.825261 6.656336 -1.220210 0.08 -0.33 0.24
C 6.424659 -1.599174 2.062390 -0.04 1.69 -1.24
C 5.427819 -0.581314 1.491990 -0.65 1.37 0.05
O 6.199489 0.584586 0.986530 0.36 -0.39 0.01
P 5.547439 1.831686 0.259820 0.45 0.76 0.36
O 4.121969 1.597576 -0.162190 2.15 0.87 0.51
O 5.783929 3.048266 1.334970 -1.20 -0.79 -1.40
C 7.064739 3.424926 1.838940 0.51 1.19 -1.02
C 7.212439 3.139346 3.268200 1.42 -1.03 0.87
O 6.686099 2.219366 -0.872890 -4.11 -0.20 1.96
C 7.803819 1.426846 -1.089040 2.20 0.28 -0.70
C 8.186829 1.847846 -2.483160 0.60 -0.33 -2.03
H 7.115399 -0.910924 2.549510 0.20 -0.40 0.53
H 6.010589 -2.317874 2.769580 0.01 0.02 -0.39
H 6.990569 -1.989294 1.216430 -0.10 -0.68 0.27
H 4.746919 -0.748384 0.657380 0.18 -1.14 0.13
H 4.802079 -0.161374 2.279520 -0.04 -0.19 0.24
H 7.890279 3.101936 1.204690 -0.15 -0.96 0.13
H 7.268599 4.493636 1.772650 -1.08 0.49 -0.53
H 7.200849 2.062626 3.437410 -0.66 0.01 0.46
H 8.251849 3.382546 3.488600 0.18 0.24 0.20
H 6.617649 3.760296 3.938090 -0.36 -0.43 -0.18
H 8.464569 1.732846 -0.277940 0.72 -0.66 -0.27
H 7.682899 0.344826 -1.141120 -0.55 0.05 0.57
H 8.815599 1.232906 -3.127040 0.17 -1.12 0.76
H 7.224349 1.773776 -2.989370 0.04 0.55 -0.36
H 8.705489 2.772736 -2.735500 -0.69 0.71 1.00
C 0.588479 -7.589464 1.688150 1.55 2.83 -0.13
C -0.262061 -8.482104 2.358590 -5.24 0.84 3.30
O -0.252981 -9.576764 1.632610 1.71 -5.11 -2.92
C 1.019379 -9.659764 1.085340 -0.44 -4.03 -0.78
O 1.528439 -10.669244 0.643920 -1.05 1.92 0.69
O 1.552759 -8.483504 1.139910 1.67 2.29 -0.16
H 0.957399 -6.891724 2.439930 0.86 0.20 -0.62
H 0.026049 -7.054294 0.923060 0.52 0.01 -0.38
H -1.298681 -8.175024 2.219970 -0.26 0.80 0.81
H -0.150661 -8.714444 3.417700 0.70 0.29 0.20
C -3.282141 -1.195244 6.526970 0.30 -1.15 -0.19
C -4.436541 -1.670214 7.372330 0.10 1.23 0.93
O -4.911411 -0.382364 7.869980 -0.22 0.09 -0.08
C -3.932571 0.592936 7.681090 -2.90 -1.34 0.81
O -3.962301 1.699016 8.040990 -0.90 2.34 1.38
O -2.967901 0.133166 7.001280 3.10 -3.15 -2.90
H -3.618221 -1.242874 5.491170 0.32 0.85 -0.17
H -2.459221 -1.903874 6.620510 0.44 0.57 0.05
H -4.176461 -2.271334 8.243610 0.21 0.03 -0.04
H -5.144141 -2.240374 6.770390 -0.43 0.52 0.17